Record 1
Density functional theory data (the ωB97M-V functional and the def2-TZVPD basis) for a molecular structure, C7H3Br3N4S in a non-equilibrium geometry.

Its spin multiplicity is 3. The HOMO energy (spin up / spin down) comes out at -7.1 / -10.1 eV. As for the expectation value of S²: 2.027. The total charge is 0. As for the frontier orbital gap (spin up / spin down): 7.292 / 6.017 eV. As for the LUMO energy (spin up / spin down): 0.1781 / -4.0608 eV.

Each line ends with the Löwdin charge.
Cartesian coordinates (Å):
C (0.00, -1.62, -1.27)  -0.22
C (-1.75, -0.29, -2.21)  -0.22
C (1.41, 0.71, 0.78)  -0.65
C (-0.68, 1.84, 0.88)  -1.12
C (2.77, 0.20, 0.59)  -0.08
C (-1.30, -1.09, -1.13)  -0.38
C (-2.04, -1.31, -0.02)  -1.19
N (1.08, -2.01, -1.40)  0.22
N (-2.11, 0.35, -3.09)  0.21
N (0.47, 0.05, 1.36)  -0.03
N (-0.70, 0.67, 1.41)  -0.10
S (0.88, 2.29, 0.21)  1.02
Br (-1.48, -2.43, 1.36)  0.80
Br (-2.16, 2.95, 0.72)  0.74
Br (-3.73, -0.53, 0.21)  0.76
H (2.89, -0.72, 1.15)  0.09
H (2.95, 0.00, -0.47)  0.07
H (3.51, 0.93, 0.92)  0.08


Record 2
Density functional theory data (the ωB97M-V functional and the def2-TZVPD basis) for C7H3ClN2O2 in the gas phase in a non-equilibrium geometry.

Its spin multiplicity is 3. The HOMO energy (spin up / spin down) comes out at -8.6 / -10.1 eV. As for the expectation value of S²: 2.049. The total charge is 0. As for the frontier orbital gap (spin up / spin down): 8.822 / 7.050 eV. As for the LUMO energy (spin up / spin down): 0.1993 / -3.0706 eV.

Each line ends with the Löwdin charge.
Cartesian coordinates (Å):
C (-1.75, -1.76, -0.36)  -0.18
C (-0.59, 0.38, -0.48)  -0.02
C (0.43, 1.20, -0.15)  0.03
C (0.38, -1.47, 0.75)  0.06
C (-0.64, -0.97, -0.02)  -0.21
C (1.51, 0.78, 0.72)  -0.34
C (1.45, -0.64, 1.13)  -0.15
N (-2.67, -2.38, -0.66)  0.19
N (3.44, -0.57, 2.30)  -0.40
O (2.44, 1.50, 1.07)  0.11
O (2.45, -1.24, 1.76)  -0.13
Cl (4.67, -1.63, 2.72)  0.65
H (-1.40, 0.73, -1.11)  0.12
H (0.47, 2.22, -0.49)  0.12
H (0.37, -2.50, 1.09)  0.14


Record 3
Density functional theory data (the ωB97M-V functional and the def2-TZVPD basis) for C7H3ClO3 in the gas phase.

The HOMO energy comes out at -10.6 eV. The total charge is 0. Its SMILES is C#CCC1=C(Cl)C(=O)OC1=O. As for the frontier orbital gap: 9.561 eV. As for the LUMO energy: -1.0728 eV.

Each line ends with the Löwdin charge.
Cartesian coordinates (Å):
C (2.97, -0.52, 0.31)  0.12
C (2.06, 0.12, -0.14)  -0.14
C (0.93, 0.89, -0.68)  -0.13
C (-0.37, 0.34, -0.18)  -0.13
C (-0.84, -0.90, -0.30)  -0.54
Cl (-0.19, -2.25, -1.07)  0.82
C (-2.17, -0.97, 0.41)  -0.45
O (-2.80, -1.95, 0.66)  0.18
O (-2.51, 0.30, 0.77)  0.15
C (-1.39, 1.12, 0.58)  -0.37
O (-1.33, 2.22, 1.00)  0.20
H (3.67, -1.17, 0.77)  0.03
H (1.02, 1.93, -0.37)  0.13
H (0.95, 0.85, -1.77)  0.13


Record 4
Density functional theory data (the ωB97M-V functional and the def2-TZVPD basis) for a molecular structure, C7H3F2IS in a non-equilibrium geometry.

The HOMO energy comes out at -8.9 eV. The total charge is 0. As for the frontier orbital gap: 7.844 eV. As for the LUMO energy: -1.0517 eV.

Each line ends with the Löwdin charge.
Cartesian coordinates (Å):
C (-0.23, 1.08, -0.45)  -0.06
C (1.12, 1.28, -0.29)  0.00
C (1.34, -0.96, 0.60)  0.08
C (-0.84, -0.14, -0.12)  -0.34
C (1.90, 0.26, 0.23)  -0.26
C (-0.01, -1.14, 0.40)  -0.24
C (-2.25, -0.38, -0.35)  -1.18
F (3.21, 0.45, 0.40)  0.08
F (-0.54, -2.32, 0.78)  0.06
S (-2.87, -1.76, -0.91)  0.72
I (-3.53, 1.29, 0.11)  0.80
H (-0.84, 1.87, -0.86)  0.08
H (1.58, 2.22, -0.56)  0.12
H (1.95, -1.74, 1.02)  0.14


Question: What is the formula in the third record?
Answer: C7H3ClO3